Entry 1:
This record from the Open Molecules 2025 dataset describes a structure of composition C35H44Cl2MnNOP3 in a non-equilibrium geometry. The level of theory is ωB97M-V/def2-TZVPD.

Properties
LUMO level (alpha / beta), eV: -5.25 / -7.69
Multiplicity: 4
Charge: +2
Frontier orbital gap (alpha / beta), eV: 8.06 / 4.97

Each line ends with the Löwdin spin population.
Positions of all 87 atoms, in Å:
P1 1.46873 0.98727 -1.97522  0.4355
C1 3.20022 1.20093 -2.25503  0.0624
C2 3.82718 0.58500 -3.37463  0.0420
H1 3.25563 -0.09242 -3.99248  0.0011
C3 5.15752 0.89570 -3.66143  -0.0004
H2 5.61229 0.46559 -4.57102  -0.0001
C4 5.88158 1.74740 -2.83720  0.0408
H3 6.91445 2.00584 -3.09004  0.0019
C5 5.29833 2.29156 -1.68447  -0.0039
H4 5.87562 2.95193 -1.03277  -0.0009
C6 3.96392 2.00152 -1.36992  0.0328
H5 3.49428 2.37172 -0.47179  0.0019
C7 0.90142 -0.41636 -2.90169  0.0355
C8 1.47512 -1.70172 -2.65139  0.0384
H6 2.30965 -1.77806 -1.98081  0.0009
C9 0.91539 -2.82411 -3.26729  -0.0046
H7 1.35145 -3.81029 -3.06257  -0.0010
C10 -0.15008 -2.68971 -4.14792  0.0418
H8 -0.53375 -3.57397 -4.68001  0.0021
C11 -0.71571 -1.44407 -4.40047  -0.0032
H9 -1.53147 -1.32670 -5.12265  -0.0008
C12 -0.23462 -0.30428 -3.75215  0.0376
H10 -0.68229 0.66657 -3.90533  0.0016
C13 0.55281 2.47135 -2.33989  0.0682
C14 0.88114 3.15617 -3.53445  0.0211
H11 1.66081 2.76482 -4.16259  0.0004
C15 0.17341 4.31902 -3.86369  0.0043
H12 0.41822 4.82205 -4.81498  0.0009
C16 -0.81549 4.81237 -3.01726  0.0045
H13 -1.37014 5.71356 -3.29990  0.0002
C17 -1.10403 4.17145 -1.81135  -0.0015
H14 -1.87978 4.56395 -1.14326  -0.0002
C18 -0.40736 3.01455 -1.43818  0.0088
H15 -0.54022 2.54679 -0.47738  0.0015
Mn1 0.41646 -0.46518 2.52760  2.4381
C19 -1.49191 -1.41388 1.94613  -0.1415
C20 -1.97937 -1.57597 0.73404  -0.0013
H16 -1.95453 -1.74734 2.91042  -0.0074
C21 -1.13913 -0.90984 -0.33717  -0.0032
O1 -2.02037 0.13451 -0.92260  0.0038
H17 -1.48644 0.74685 -1.41071  0.0007
C22 0.08724 -0.36325 0.37910  -0.0049
H18 -1.04828 -1.62449 -1.22254  0.0013
C23 1.09200 0.25185 0.98913  -0.0013
Cl1 0.02630 -1.42117 4.30866  0.0210
Cl2 2.70386 0.20595 3.30712  -0.0341
P2 1.67506 -2.55149 2.30044  -0.0980
C24 2.58229 -3.10320 3.78813  -0.0071
H19 1.88041 -3.46303 4.53903  0.0005
H20 3.14143 -2.25700 4.19260  0.0000
H21 3.27973 -3.90749 3.50451  -0.0023
C25 0.61953 -3.99107 1.93204  -0.0115
H22 0.13540 -3.85681 0.95852  0.0000
H23 -0.15393 -4.08406 2.70118  0.0002
H24 1.23514 -4.90188 1.90766  -0.0031
C26 2.94920 -2.62955 1.01011  -0.0176
H25 3.53230 -1.70348 1.02676  -0.0004
H26 2.48364 -2.75504 0.02950  0.0002
H27 3.60286 -3.48865 1.22198  -0.0036
P3 -3.58577 -2.38668 0.26714  -0.0029
C27 -4.12197 -3.40709 1.61129  -0.0012
C28 -3.14223 -3.30672 -1.20724  -0.0005
H28 -4.25632 -2.79798 2.52084  -0.0006
H29 -3.38791 -4.20275 1.80723  -0.0001
H30 -5.08097 -3.84755 1.30662  -0.0001
H31 -2.76599 -2.63444 -1.99077  0.0002
H32 -4.04202 -3.81976 -1.56063  -0.0004
H33 -2.36051 -4.04216 -0.96469  0.0000
C29 -4.68224 -1.03027 -0.11649  0.0005
H34 -4.82043 -0.41052 0.77820  0.0000
H35 -5.64473 -1.45372 -0.44282  -0.0001
H36 -4.22699 -0.41801 -0.90147  0.0000
H37 1.93637 0.91282 0.96574  -0.0042
C30 -2.77724 4.61313 4.80464  0.0007
C31 -2.02048 3.46666 4.18925  0.0042
C32 -0.90125 2.92943 4.81433  -0.0009
C33 -0.19524 1.89896 4.21010  0.0054
N1 -0.57919 1.36867 3.02824  -0.0034
C34 -1.67763 1.85534 2.41984  0.0043
C35 -2.41567 2.90639 2.96186  -0.0007
H38 -3.17955 4.33417 5.79261  0.0003
H39 -2.12649 5.48160 4.96153  0.0002
H40 -3.60809 4.91506 4.17335  0.0000
H41 -0.55138 3.30051 5.77639  -0.0001
H42 0.69020 1.44138 4.65292  0.0011
H43 -1.98924 1.37034 1.48659  0.0005
H44 -3.28022 3.27250 2.42493  -0.0001

***

Entry 2:
This record from the Open Molecules 2025 dataset describes a cluster of 2 separate species, CH3N4 in total in a non-equilibrium geometry. The level of theory is ωB97M-V/def2-TZVPD.

Properties
LUMO level, eV: -4.47
Multiplicity: 1
Charge: +1
Relative energy (zero: lowest compared OMol25 entry of this formula, charge and spin), kcal/mol: 2.2
Frontier orbital gap, eV: 12.91

Each line ends with the natural charge from an NBO analysis.
Positions of all 8 atoms, in Å:
C1 0.82968 0.47282 -0.01780  0.7694
N1 0.49830 1.57594 0.03481  -0.4629
N2 -2.26148 -0.48013 0.29192  -0.0693
N3 -3.25252 -0.75577 -0.08201  0.0702
N4 1.10047 -0.80802 -0.05583  -0.7997
H1 0.72214 2.60843 0.07765  0.5140
H2 1.16391 -1.34713 0.81202  0.4813
H3 1.19949 -1.26613 -1.06074  0.4970

***

Entry 3:
This record from the Open Molecules 2025 dataset describes a structure of composition F8N4NaO16S8 in a non-equilibrium geometry. The level of theory is ωB97M-V/def2-TZVPD.

Properties
LUMO level, eV: 5.69
Multiplicity: 1
Charge: -3
Relative energy (zero: lowest compared OMol25 entry of this formula, charge and spin), kcal/mol: 108.0
Frontier orbital gap, eV: 8.06

Each line ends with the natural charge from an NBO analysis.
Positions of all 37 atoms, in Å:
Na1 -0.24071 -0.12501 0.43723  0.9018
N1 -0.27892 0.58412 2.77091  -1.1371
S1 0.02677 1.80539 3.57751  2.4343
O1 1.00507 2.68346 2.98044  -0.8935
O2 -0.18319 1.82043 5.04685  -0.9277
F1 -1.36864 2.56248 3.06445  -0.5401
S2 0.36588 -0.63353 3.80799  2.3881
O3 -0.67777 -1.37370 4.48976  -0.8993
O4 1.69387 -0.44055 4.37700  -0.8903
F2 0.70669 -1.73510 2.66390  -0.5097
N2 1.71101 -0.89479 -3.18790  -1.0093
S3 2.12255 -1.94655 -1.83143  2.3320
O5 1.71841 -1.46735 -0.48289  -0.9198
O6 3.38370 -2.72801 -1.91630  -0.8886
F3 0.92433 -2.98637 -2.15203  -0.4870
S4 3.14457 -0.42895 -3.43178  2.4308
O7 4.01966 -1.05192 -4.39804  -0.9711
O8 3.85528 0.19512 -2.34941  -0.9351
F4 2.75621 0.83768 -4.36355  -0.5343
N3 -2.05194 -1.48068 0.50454  -1.0905
S5 -2.05177 -3.25137 0.65986  2.3395
O9 -1.00269 -3.92896 -0.12253  -0.8705
O10 -3.34437 -3.94345 0.85312  -0.8913
F5 -1.48515 -3.15778 2.17268  -0.4872
S6 -2.46709 -1.44773 -0.98329  2.3977
O11 -3.40069 -2.34274 -1.63011  -0.9077
O12 -1.42129 -0.91133 -1.84928  -0.9237
F6 -3.41783 -0.09124 -0.89578  -0.5362
N4 -0.28097 1.87767 -0.86781  -1.1314
S7 -1.64873 2.94062 -1.01382  2.3911
O13 -1.63096 4.15796 -1.77946  -0.8946
O14 -2.48306 2.88742 0.17123  -0.9073
F7 -2.46719 1.93914 -1.95036  -0.4962
S8 0.70729 2.92550 -0.68619  2.4381
O15 0.49841 4.08408 0.18829  -0.9013
O16 1.44535 3.09900 -1.93566  -0.9449
F8 1.81791 1.96702 0.06185  -0.5277

***

Entry 4:
This record from the Open Molecules 2025 dataset describes an isolated molecule of C4H5NO2. The level of theory is ωB97M-V/def2-TZVPD.

Properties
LUMO level, eV: 0.68
Multiplicity: 1
Charge: 0
Relative energy (zero: lowest compared OMol25 entry of this formula, charge and spin), kcal/mol: 127.6
Frontier orbital gap, eV: 9.60

Each line ends with the natural charge from an NBO analysis.
Positions of all 12 atoms, in Å:
C1 -1.52103 1.25764 0.60181  -0.2638
O1 -0.41357 1.52391 -0.29430  -0.3118
C2 0.71095 0.41858 -0.25514  0.5484
N1 0.91997 1.41424 0.50053  -0.1703
O2 1.98544 -1.85331 0.81634  -0.5739
C3 1.39062 -1.90423 -0.24724  0.3952
C4 0.72528 -0.77673 -0.88117  -0.6236
H1 -1.49153 0.21643 0.93163  0.2086
H2 -1.41788 1.94146 1.44415  0.2113
H3 -2.42957 1.46249 0.03281  0.2087
H4 1.29317 -2.86725 -0.79523  0.1166
H5 0.24816 -0.83323 -1.85420  0.2545

***

The records above yield calculated total energy values of -4584.903287 -258.660004 -5569.586437 -360.466043 Ha, respectively.